C40H78BFN2O29P3 | the ωB97M-V functional and the def2-TZVPD basis

```
154
Properties=species:S:1:pos:R:3:forces:R:3:mulliken_charge:R:1
C 3.79934 -3.55395 1.25347 -0.572 0.441 -0.336 -1.07
C 4.31627 -3.29840 -0.14819 0.143 -1.124 0.208 -0.23
O 3.31284 -2.68284 -0.99069 0.158 0.366 0.073 -0.39
P 3.11488 -1.11251 -0.87262 0.119 -0.015 0.678 0.87
O 3.89708 -0.50713 0.22058 0.194 0.318 0.036 -0.82
C 1.35347 -0.90286 -0.53842 -0.108 -0.367 -1.210 -1.31
C 0.55688 0.11788 -1.38078 0.100 -0.285 0.812 -1.74
C 0.40716 1.54206 -0.81451 0.386 -0.855 -1.380 1.30
C 1.81213 2.15489 -0.69341 -0.208 0.115 0.734 -0.91
C 2.51290 2.72033 -1.91086 0.585 0.822 -0.259 -0.17
C 2.40612 2.32282 -3.24085 -0.166 -0.109 -0.139 0.46
C 3.12854 2.93962 -4.26129 0.463 0.576 0.387 -1.06
C 4.00009 3.99309 -3.97478 -0.621 -0.521 0.436 -0.70
C 4.11264 4.41568 -2.65411 -0.051 -0.224 -0.164 -1.22
C 3.39664 3.78326 -1.64384 -0.160 -0.029 -0.369 -0.72
C -0.45573 2.33374 -1.81854 -0.045 0.454 0.229 -0.39
C -0.32159 3.87182 -1.79136 -0.309 0.653 -0.730 -1.68
B -0.28468 4.43008 -3.29430 0.246 0.033 0.357 0.67
O 0.70267 5.26888 -3.72822 -0.427 0.233 -0.051 -0.55
O -1.23783 4.03446 -4.17905 0.386 -0.481 -0.094 -0.41
O -1.80452 1.88468 -1.84552 0.389 -0.549 0.350 -0.48
C -2.52464 1.86581 -0.61006 -0.810 0.140 -0.539 0.51
N -2.84628 3.17950 -0.11430 1.057 0.187 0.411 -0.34
C -3.89131 1.21199 -0.99453 -0.375 0.289 -0.195 -1.22
O -4.84496 2.20165 -1.26380 -0.015 -0.096 -0.044 -0.47
C -5.26260 2.23090 -2.62288 -0.077 0.571 0.090 -0.71
C -1.78498 1.06438 0.50705 0.626 0.386 0.595 -0.48
P -2.72135 1.63533 2.13269 -0.996 -0.547 0.386 0.59
O -4.18103 1.65248 2.07408 -0.187 0.223 -0.263 -0.67
P -2.09481 -0.74850 0.51448 -1.432 -1.588 0.430 0.78
O -3.23644 -0.96543 1.40098 0.136 0.554 -0.154 -0.41
O -2.41854 -1.35212 -0.92756 0.600 0.646 -0.201 -0.57
O -0.83823 -1.58075 0.99404 0.249 0.454 -0.325 -0.40
N -0.32528 1.58121 0.53832 -0.393 0.481 -0.345 1.03
C 0.52870 1.24723 1.73126 1.405 0.368 1.313 0.52
C 0.82754 2.46799 2.59512 -0.851 -0.382 -0.083 -1.55
F -0.05209 0.31244 2.52490 -0.552 -0.075 -0.169 -0.37
O 3.42069 -0.53982 -2.31778 -0.031 0.076 0.206 -0.60
C 4.80000 -0.06606 -2.47803 -0.256 0.221 -0.891 -0.02
C 5.11981 0.08225 -3.95930 0.499 -0.182 0.262 -1.35
H 2.72722 -3.72238 1.16392 -0.147 -0.175 0.080 0.22
H 4.22275 -4.45423 1.67909 0.287 -0.001 0.176 0.42
H 3.92522 -2.68816 1.89250 0.202 0.021 0.213 0.26
H 5.25556 -2.75928 -0.15800 -0.022 0.405 -0.046 0.24
H 4.50820 -4.26246 -0.60637 -0.044 -0.050 -0.315 0.43
H 1.28957 -0.78138 0.53075 0.035 -0.027 0.092 0.47
H 0.90855 -1.87436 -0.73262 0.008 -0.141 -0.042 0.53
H -0.40194 -0.31378 -1.64154 -0.151 0.100 0.091 1.11
H 1.07102 0.21149 -2.32751 0.098 0.180 -0.160 0.44
H 2.49015 1.45018 -0.21020 0.050 -0.245 -0.074 0.45
H 1.74463 2.97069 0.02584 0.081 0.245 -0.028 0.58
H 1.73370 1.52877 -3.52635 0.081 -0.135 -0.074 0.21
H 3.03107 2.61920 -5.28584 -0.160 -0.193 -0.076 0.51
H 4.56436 4.48554 -4.74695 0.057 0.038 -0.197 0.55
H 4.76558 5.24492 -2.43205 0.118 0.055 0.206 0.65
H 3.51489 4.15090 -0.63464 -0.014 -0.041 0.185 0.45
H -0.06191 2.00718 -2.76894 -0.088 -0.069 -0.270 1.10
H -1.16601 4.39504 -1.35348 -0.086 -0.223 0.271 0.05
H 0.57273 4.25365 -1.31018 0.128 -0.224 0.258 0.24
H 1.11700 5.75372 -3.01319 0.464 -0.076 0.015 0.32
H -0.92897 4.25546 -5.06614 -0.361 0.190 -0.181 0.27
H -2.05137 3.64724 0.31284 -0.063 -0.010 -0.004 0.33
H -3.09734 3.77429 -0.89216 -0.633 -0.115 -0.029 0.45
H -3.74380 0.64278 -1.91012 0.169 -0.274 0.004 0.82
H -4.27852 0.57072 -0.20802 0.071 -0.029 0.213 0.12
H -6.03572 2.98635 -2.69308 -0.134 0.122 0.065 0.34
H -4.43837 2.55200 -3.25981 0.087 -0.241 -0.252 0.20
H -5.70316 1.29177 -2.94748 0.156 -0.242 -0.049 0.31
H -2.14248 2.90392 2.35252 0.398 -0.186 -0.035 0.06
H -2.27412 0.78280 3.14758 0.502 0.176 -0.151 0.12
H -2.34483 -0.73113 -1.66426 -0.115 -0.129 -0.147 0.46
H -0.97270 -2.51324 0.77516 0.075 -0.163 0.081 0.44
H -0.47692 2.59023 0.63685 0.066 0.047 0.090 0.86
H 1.48328 0.82648 1.44842 -0.075 -0.064 -0.742 0.30
H 1.01977 3.36254 2.01312 0.224 0.108 -0.015 0.27
H -0.03455 2.63225 3.23727 -0.075 0.225 0.087 0.39
H 1.66037 2.21798 3.23737 0.283 0.115 0.026 0.53
H 4.86225 0.89729 -1.98921 0.112 0.055 0.316 0.14
H 5.49252 -0.76498 -2.03010 -0.041 -0.184 0.346 0.59
H 5.20163 1.12462 -4.23379 -0.281 0.171 -0.212 0.27
H 4.42344 -0.45060 -4.59524 -0.250 0.042 -0.035 0.29
H 6.09908 -0.35146 -4.14118 0.134 -0.091 -0.098 0.41
C 7.93374 8.27823 -2.32233 -0.084 0.169 -0.027 -0.66
O 7.76729 6.87069 -2.12528 -0.137 0.017 -0.013 -0.26
C 8.91550 6.19737 -2.00796 -0.059 -0.072 0.016 0.66
O 10.01497 6.67491 -2.05644 0.081 0.050 -0.009 -0.54
O 8.62363 4.91062 -1.82863 -0.046 -0.059 0.002 -0.23
C 9.77378 4.06479 -1.68583 0.128 -0.223 0.035 -0.64
H 6.93457 8.69686 -2.40108 -0.045 -0.100 0.014 0.19
H 8.44802 8.72658 -1.47514 0.092 -0.024 -0.034 0.30
H 8.48200 8.47549 -3.24092 0.091 -0.013 0.043 0.32
H 10.36058 4.35232 -0.81733 0.051 0.074 -0.048 0.29
H 10.38990 4.10033 -2.58092 0.052 0.086 0.029 0.32
H 9.40275 3.05416 -1.54663 -0.127 0.045 -0.004 0.24
C -3.58901 -3.19320 8.18160 0.049 -0.068 0.171 -0.62
O -3.35738 -3.25896 6.77112 0.054 -0.033 0.028 -0.38
C -4.11500 -2.43372 6.05120 0.068 0.025 0.001 0.94
O -4.93948 -1.67330 6.49301 0.135 0.097 0.020 -0.58
O -3.81224 -2.59749 4.76968 0.039 0.016 -0.110 -0.33
C -4.56805 -1.77725 3.86311 -0.209 -0.099 -0.101 -0.34
H -2.91180 -3.90967 8.63614 0.039 -0.033 -0.105 0.23
H -3.37206 -2.19656 8.56050 -0.087 0.035 -0.025 0.30
H -4.61559 -3.46700 8.41572 -0.034 0.082 -0.018 0.26
H -4.39476 -0.72158 4.06409 -0.075 0.009 0.067 0.22
H -5.63052 -2.00314 3.93953 -0.004 0.072 0.153 0.27
H -4.22309 -2.00861 2.86393 0.030 -0.126 0.252 0.14
C -9.91075 -6.96257 4.18072 -0.149 -0.182 -0.049 -0.73
O -8.68449 -6.25701 4.39029 0.033 -0.091 -0.077 -0.32
C -8.78715 -5.22678 5.23151 0.070 -0.028 -0.015 0.75
O -9.78910 -4.87336 5.79157 -0.075 0.036 0.029 -0.54
O -7.58679 -4.66111 5.34122 0.071 0.033 0.002 -0.26
C -7.54475 -3.53076 6.22198 0.156 0.078 0.068 -0.46
H -9.69631 -7.77052 3.48680 0.162 0.059 -0.022 0.22
H -10.27472 -7.38521 5.11508 -0.043 0.093 0.033 0.32
H -10.66161 -6.30601 3.74610 -0.027 0.040 0.091 0.37
H -7.82576 -3.82254 7.23251 -0.101 -0.002 -0.028 0.37
H -8.20496 -2.74236 5.86583 -0.073 -0.036 0.035 0.32
H -6.52016 -3.16843 6.21858 -0.227 -0.145 -0.066 -0.07
C 14.99597 2.21804 -1.65118 0.157 0.103 -0.085 -0.62
O 14.53752 1.06710 -0.93489 0.051 -0.013 -0.012 -0.32
C 13.24359 1.08153 -0.64062 0.095 -0.036 0.020 0.83
O 12.46367 1.95510 -0.92191 -0.146 0.069 -0.031 -0.53
O 12.95402 -0.03708 0.02166 -0.010 -0.052 0.019 -0.32
C 11.58586 -0.15646 0.40829 -0.128 -0.100 0.093 -0.61
H 16.05771 2.06899 -1.81984 -0.003 -0.104 0.056 0.21
H 14.48472 2.30290 -2.60775 -0.075 0.035 0.035 0.29
H 14.84477 3.12079 -1.06330 -0.089 0.006 -0.020 0.29
H 10.93862 -0.16490 -0.46716 -0.002 0.088 -0.007 0.27
H 11.30256 0.65484 1.07631 -0.017 0.058 -0.066 0.29
H 11.49794 -1.10338 0.93222 0.109 -0.021 -0.013 0.21
C -3.67674 2.68658 -7.51105 0.173 -0.056 -0.008 -0.41
O -4.61423 3.61707 -8.04822 0.073 0.028 -0.013 -0.32
C -5.84282 3.51258 -7.53901 -0.028 0.051 -0.077 0.83
O -6.18776 2.72434 -6.69759 0.018 -0.057 0.121 -0.55
O -6.61145 4.42448 -8.12058 -0.005 0.043 -0.023 -0.33
C -7.97085 4.42781 -7.67242 -0.197 0.077 -0.018 -0.63
H -2.73258 2.88196 -8.01181 -0.049 0.074 -0.071 0.23
H -3.55762 2.83505 -6.43818 -0.077 -0.055 0.025 0.08
H -3.98864 1.66398 -7.71457 -0.049 -0.008 0.077 0.30
H -8.02281 4.64494 -6.60762 0.023 -0.084 0.025 0.29
H -8.44642 3.47284 -7.88457 0.039 -0.044 0.071 0.30
H -8.47277 5.21382 -8.22749 0.100 0.026 -0.058 0.22
C -6.71950 -9.53589 5.10965 0.107 0.242 -0.057 -0.43
O -6.88686 -10.95094 5.00717 0.079 0.014 -0.055 -0.32
C -7.85795 -11.43960 5.77715 0.028 -0.045 -0.050 0.80
O -8.56586 -10.79926 6.50845 -0.056 0.050 0.046 -0.54
O -7.91016 -12.75681 5.59464 0.016 -0.053 -0.019 -0.32
C -8.91740 -13.41684 6.36558 -0.088 -0.175 0.049 -0.63
H -5.90925 -9.26232 4.44045 0.017 -0.174 -0.058 0.25
H -7.62423 -9.01639 4.80108 -0.044 0.004 0.109 0.10
H -6.45087 -9.25227 6.12528 -0.122 -0.001 0.041 0.29
H -9.90630 -13.04806 6.10134 0.006 0.076 0.055 0.30
H -8.73845 -13.27836 7.42975 -0.040 0.085 0.003 0.29
H -8.84677 -14.47214 6.12059 0.087 0.021 -0.074 0.22
```
Positions in Å, forces in eV/Å.

Summary:
Charge: +1
HOMO-LUMO gap in eV: 9.190
Lowest unoccupied orbital energy in eV: -2.54
ΔE to the lowest compared entry with this formula, charge and spin in kJ/mol: 0.00
F_max in eV/A: 2.18
HOMO energy in eV: -11.730
Electronic energy in eV: -136362.502